(1)
{"formula": "C2H3NO2", "method": "ωB97M-V/def2-TZVPD", "e_homo_ev": [-10.17, -9.02], "multiplicity": 1, "energy_ev": -7701.2510, "fmax_ev_per_a": 7.9, "relative_energy_kcal_mol": 152.01, "lumo_ev": [0.299, -1.887], "elements": ["C", "C", "O", "N", "H", "H", "H", "O"], "coordinates": [[0.3609, -0.3260, 0.0172], [1.5374, 0.4106, 0.0659], [-1.2090, 0.3316, 0.0399], [-2.1375, -0.5266, -0.0810], [-2.8763, 0.1620, -0.0538], [0.3950, -1.2987, -0.2519], [1.3705, 1.5050, 0.2459], [2.5590, -0.2581, 0.0177]]}

(2)
{"formula": "C11H10ClCuO2S2", "method": "ωB97M-V/def2-TZVPD", "e_homo_ev": [-2.55, -2.50], "charge": -1, "multiplicity": 2, "energy_ev": -94496.1574, "fmax_ev_per_a": 6.5, "lumo_ev": [2.236, 2.251], "elements": ["C", "C", "C", "H", "S", "C", "C", "H", "C", "C", "H", "C", "C", "C", "S", "Cl", "C", "H", "H", "H", "H", "H", "H", "O", "O", "Cu", "H"], "coordinates": [[3.2751, 0.9742, -1.5514], [0.4639, 2.8021, 0.0600], [3.7275, 3.3424, -1.6373], [-4.4082, -1.9756, 2.9312], [-0.4160, -2.1990, 0.0043], [-1.8450, -2.7326, 0.7174], [1.6672, 2.5601, -0.5917], [0.2123, 3.8498, 0.2695], [-4.1264, -2.0497, 1.8456], [2.0417, 1.1934, -0.9248], [2.2937, 4.6314, -0.7213], [2.5169, 3.6137, -0.9621], [-2.7752, -1.7751, 1.3676], [-2.1453, -4.2058, 0.5680], [-2.3485, -0.1624, 1.3131], [4.7274, 4.7091, -2.0208], [4.1218, 2.0125, -1.8967], [5.0338, 1.8324, -2.4331], [-2.1774, -4.9946, 1.2436], [-4.4536, -3.0467, 1.9510], [-3.2324, -4.4818, 0.6221], [3.4931, -0.0972, -1.7789], [-1.3558, -4.7857, 0.0700], [1.2873, 0.1747, -0.6596], [-0.4477, 1.9686, 0.3930], [-0.4266, 0.0205, 0.1984], [-4.7036, -1.1787, 1.6229]]}

(3)
{"formula": "C6H13NO", "method": "ωB97M-V/def2-TZVPD", "e_homo_ev": -8.06, "multiplicity": 1, "energy_ev": -9970.1995, "fmax_ev_per_a": 0.8, "relative_energy_kcal_mol": 22.48, "lumo_ev": 0.954, "elements": ["H", "H", "H", "N", "H", "C", "H", "H", "C", "H", "C", "C", "H", "C", "H", "O", "H", "H", "H", "H", "C"], "coordinates": [[1.8047, -1.4480, -1.5323], [-2.4682, 1.4245, 1.1366], [2.3070, 1.1986, 0.8025], [-1.7043, 1.1787, 0.5145], [3.0643, -0.3592, -0.9062], [-2.4598, -1.0663, 1.0527], [-3.3105, -1.0390, 0.3722], [2.3420, -1.5797, 0.1504], [2.1387, -0.8819, -0.6561], [0.3323, 0.6451, -2.2037], [-1.3602, -0.1662, 0.5584], [1.0493, 0.1112, -0.2251], [-0.0699, -1.7326, 0.1676], [-0.1993, -0.6631, 0.1363], [-2.1104, -2.0843, 1.1405], [1.4498, 0.7854, 0.9653], [0.2534, 1.9837, -1.0381], [1.8143, 1.4929, -1.7109], [-0.9182, 1.7969, 0.6088], [-2.8022, -0.7280, 2.0317], [0.8472, 1.1312, -1.3650]]}

(4)
{"formula": "CHClS2", "method": "ωB97M-V/def2-TZVPD", "e_homo_ev": -9.63, "multiplicity": 1, "energy_ev": -35245.9011, "fmax_ev_per_a": 2.2, "relative_energy_kcal_mol": 3.76, "lumo_ev": -0.124, "elements": ["S", "C", "Cl", "S", "H"], "coordinates": [[2.5152, -0.1588, 0.1598], [1.3224, -1.1713, 0.0993], [-2.2441, 0.5538, 0.0558], [0.0292, -2.0384, -0.0189], [-1.3775, 1.4607, -0.4773]]}

(5)
{"formula": "C13H10N2O8SeTi", "method": "ωB97M-V/def2-TZVPD", "e_homo_ev": -8.66, "multiplicity": 1, "energy_ev": -121464.1251, "fmax_ev_per_a": 2.2, "relative_energy_kcal_mol": 5.69, "lumo_ev": -2.103, "elements": ["H", "O", "O", "C", "C", "C", "O", "H", "C", "H", "O", "O", "Se", "H", "O", "C", "C", "H", "H", "C", "O", "C", "N", "Ti", "C", "C", "C", "N", "H", "C", "C", "H", "H", "O", "H"], "coordinates": [[4.6042, 0.5530, -1.1356], [6.6120, -0.9327, 1.0731], [0.8890, -1.2272, 3.4357], [-4.2118, -0.4871, -0.5644], [3.8669, 0.2795, -0.3925], [-4.6623, -1.5307, -1.3579], [0.0251, 2.5610, 0.9249], [-5.7261, -1.6762, -1.4990], [5.7185, -0.1334, 1.2891], [-2.6780, 1.7043, 0.0707], [-2.0078, 3.5358, -0.5712], [0.6042, 4.1834, -1.2802], [-0.4421, 3.1615, -0.6490], [-0.8711, -1.0470, -0.8642], [5.6597, 1.0397, 1.7593], [-1.9440, -1.1487, -0.9955], [3.2762, -0.6156, 1.7797], [3.5253, -1.0479, 2.7397], [-4.9148, 0.1814, -0.0804], [-3.7527, -2.3812, -1.9715], [-0.3421, -0.3099, 1.7710], [-2.3923, -2.1907, -1.7880], [-2.3624, 0.8038, 0.4406], [-0.2231, 0.8377, 0.3868], [2.5466, 0.4339, -0.6654], [4.2839, -0.2324, 0.8581], [-2.8538, -0.2956, -0.3905], [1.5827, 0.1024, 0.2447], [-1.6793, -2.8568, -2.2551], [0.8286, -0.7225, 2.3695], [1.9867, -0.4143, 1.4593], [-2.7126, 0.7193, 1.3891], [2.1917, 0.7878, -1.6202], [-0.3236, 1.5644, -1.3215], [-4.1015, -3.1989, -2.5892]]}